*w*
Entry from the OMol25 dataset: a single C3H3ClOS molecule (ωB97M-V/def2-TZVPD).

```
9
Properties=species:S:1:pos:R:3:lowdin_charge:R:1
C 0.2632 -1.1679 0.1516 -0.871
C -0.3091 0.2827 0.1375 -0.177
C -0.1907 1.2536 -0.7880 -0.579
H -0.3175 -1.4390 1.8721 0.106
H -0.8810 0.5111 1.1366 0.130
H 0.5783 1.0647 -1.5998 0.054
O 0.3299 -1.8099 1.2759 0.034
S 1.0555 -1.6632 -1.2036 0.714
Cl -0.5286 2.9678 -0.9824 0.589
```

Results
molar mass = 122.6 Da
E_LUMO = -0.555 eV
HOMO level = -8.92 eV
charge = 0
gap between HOMO and LUMO = 0.3075 hartree
SMILES = OC(=S)/C=C/Cl



*x*
Entry from the OMol25 dataset: a single C3H3ClOS molecule (ωB97M-V/def2-TZVPD).

```
9
Properties=species:S:1:pos:R:3:lowdin_charge:R:1
C 1.7735 0.0526 0.4070 -0.822
C -0.8181 0.4372 -0.1912 -0.351
C 0.3118 -0.2863 -0.1266 -0.156
O 2.0580 0.8161 1.2629 0.065
S -2.6507 0.0674 -0.8784 0.626
Cl 2.9335 -0.9100 -0.4460 0.704
H -3.0588 -0.3328 0.3215 -0.185
H -0.8487 1.4649 0.1420 0.046
H 0.2994 -1.3090 -0.4912 0.072
```

Results
molar mass = 122.6 Da
E_LUMO = -0.174 eV
HOMO level = -9.96 eV
charge = 0
gap between HOMO and LUMO = 0.3596 hartree
SMILES = O=C(Cl)/C=C/S



Relative energies, in kcal/mol, with the most stable structure set to zero: *w* 8.6; *x* 0.0.



*w*
Entry from the OMol25 dataset: a single C3H3ClOS molecule (ωB97M-V/def2-TZVPD).

```
9
Properties=species:S:1:pos:R:3:lowdin_charge:R:1
C 1.5831 0.7671 -0.0838 -0.506
C 0.3250 0.5152 0.1335 -0.219
C -1.5375 -0.9879 -0.0388 -0.688
H 2.0108 1.7172 0.0323 0.054
H -0.4559 1.2910 0.2721 0.102
H -1.6741 -2.0631 0.1851 0.086
O -0.2298 -0.7798 0.1817 -0.121
S -2.7768 0.0451 -0.3553 0.674
Cl 2.7552 -0.5048 -0.3267 0.618
```

Results
molar mass = 122.6 Da
E_LUMO = -0.139 eV
HOMO level = -9.38 eV
charge = 0
gap between HOMO and LUMO = 0.3397 hartree
SMILES = S=CO/C=C\Cl



*x*
Entry from the OMol25 dataset: a molecular structure, C3H3ClOS (ωB97M-V/def2-TZVPD).

```
9
Properties=species:S:1:pos:R:3:lowdin_charge:R:1
C 1.4288 -0.1112 0.1954 -0.813
C -1.1373 -0.3319 0.0570 -0.598
C 0.1307 0.3664 -0.2157 -0.213
O 1.6494 -1.1765 0.6882 0.069
S -2.0860 1.2699 0.2214 0.623
Cl 2.8243 0.7704 -0.4652 0.667
H -1.8036 -1.0314 -0.5583 0.093
H -1.1529 -0.7844 1.1421 0.107
H 0.1466 1.0287 -1.0649 0.064
```

Results
molar mass = 122.6 Da
E_LUMO (spin up / spin down) = -2.900 / -2.900 eV
HOMO level (spin up / spin down) = -9.42 / -9.43 eV
charge = 0
gap between HOMO and LUMO (spin up / spin down) = 0.2398 / 0.2400 hartree



Relative energies, in kcal/mol, with the most stable structure set to zero: *w* 0.0; *x* 40.0.